[1]
The following is a quantum chemistry calculation of a structure of composition C45H44BIrN5O5P, from the Open Molecules 2025 dataset.

Atoms and positions in Å:
Ir: -0.10 0.44 0.80
O: -1.26 0.84 3.33
N: 0.03 0.64 2.85
C: 0.97 0.69 3.69
C: 2.42 0.63 3.45
C: 3.18 0.65 4.62
C: 4.56 0.61 4.57
C: 5.21 0.57 3.35
C: 4.46 0.56 2.18
C: 3.07 0.60 2.21
P: 2.27 0.51 0.57
C: 2.89 -1.05 -0.03
C: 2.39 -2.24 0.75
C: 3.22 -3.47 0.51
C: 4.04 -3.58 -0.57
C: 4.26 -2.48 -1.42
C: 3.74 -1.20 -1.08
C: 2.91 1.91 -0.35
C: 3.34 3.05 0.33
C: 3.74 4.17 -0.38
C: 3.71 4.16 -1.77
C: 3.26 3.04 -2.45
C: 2.85 1.92 -1.75
H: -1.21 0.98 4.29
H: 0.69 0.83 4.73
H: 2.68 0.68 5.58
H: 5.13 0.62 5.49
H: 6.29 0.54 3.30
H: 4.97 0.53 1.22
H: 2.37 -2.03 1.83
H: 3.13 -4.28 1.22
H: 4.57 -4.50 -0.74
H: 4.90 -2.58 -2.29
H: 4.08 -0.35 -1.64
H: 3.38 3.06 1.41
H: 4.08 5.05 0.15
H: 4.03 5.04 -2.32
H: 3.23 3.03 -3.53
H: 2.47 1.06 -2.28
O: -0.68 -4.86 -4.96
C: -0.32 -3.60 -5.28
O: 0.03 -3.33 -6.39
C: -0.35 -2.58 -4.18
C: 0.34 -1.39 -4.41
C: 0.35 -0.38 -3.46
C: -0.33 -0.53 -2.24
C: -1.04 -1.72 -2.03
C: -1.04 -2.72 -2.98
N: -0.34 0.51 -1.28
C: -0.28 1.80 -1.73
C: -0.17 2.84 -0.81
C: -0.16 4.21 -1.17
C: -0.10 5.16 -0.19
C: -0.05 4.77 1.16
C: -0.05 3.43 1.46
N: -0.10 2.48 0.51
H: -0.89 -4.94 -4.03
H: 0.85 -1.26 -5.35
H: 0.89 0.53 -3.67
H: -1.62 -1.84 -1.13
H: -1.64 -3.60 -2.79
H: -0.40 2.01 -2.79
H: -0.22 4.47 -2.21
H: -0.10 6.21 -0.45
H: -0.02 5.49 1.96
H: -0.03 3.10 2.48
C: -5.02 -0.71 -1.33
C: -4.33 0.06 -0.22
C: -5.01 -0.20 1.12
O: -2.96 -0.47 -0.10
B: -2.17 0.61 0.11
O: -2.76 1.82 0.05
C: -4.09 1.58 -0.52
C: -3.97 1.89 -2.00
C: -5.06 2.52 0.15
H: -5.14 -1.75 -1.03
H: -4.44 -0.68 -2.25
H: -6.01 -0.29 -1.52
H: -4.98 -1.27 1.32
H: -6.05 0.12 1.09
H: -4.50 0.32 1.93
H: -3.25 1.24 -2.50
H: -3.64 2.93 -2.12
H: -4.94 1.79 -2.51
H: -5.04 2.42 1.23
H: -6.08 2.33 -0.20
H: -4.81 3.55 -0.10
N: 0.47 -3.85 0.72
C: 0.91 -2.52 0.35
N: -0.07 -1.65 1.01
C: -0.99 -2.42 1.62
C: -2.14 -2.07 2.36
C: -2.90 -3.09 2.88
C: -2.57 -4.45 2.68
C: -1.46 -4.82 1.96
C: -0.66 -3.80 1.44
H: 0.92 -4.69 0.39
H: 0.85 -2.39 -0.74
H: -2.41 -1.04 2.51
H: -3.78 -2.84 3.45
H: -3.20 -5.21 3.10
H: -1.20 -5.87 1.81

Its expectation value of S² is 6.078. Its charge is +2. The energy above the lowest of the compared OMol25 structures with the same formula, charge and spin comes out at 0.000 eV. Its spin multiplicity is 5. The orbital gap (alpha / beta) is 0.1966 / 0.1994 Ha. The value obtained for the total energy is -2861.27142 hartree. The molar mass comes out at 968.9 g mol⁻¹.

Atomic partial charges in e from the Mulliken method, atoms 1 to 6: atom 1 (Ir): 1.01, atom 2 (O): -0.53, atom 3 (N): 0.93, atom 4 (C): -0.29, atom 5 (C): 0.60, atom 6 (C): -1.08

***

[2]
The following is a quantum chemistry calculation of a structure of composition C45H44MnN6S3, from the Open Molecules 2025 dataset.

Atoms and positions in Å:
Mn: 0.82 -0.18 0.06
C: -4.70 2.80 -3.41
C: -4.79 1.85 -2.22
C: -5.58 0.60 -2.64
C: -5.50 2.55 -1.06
C: -3.41 1.41 -1.75
C: -2.22 1.83 -2.34
C: -1.01 1.39 -1.85
N: -0.91 0.56 -0.81
C: -2.05 0.12 -0.23
C: -3.29 0.52 -0.67
C: -1.84 -0.83 0.88
C: -2.85 -1.42 1.61
C: -2.58 -2.31 2.65
C: -1.22 -2.57 2.90
C: -0.25 -1.96 2.16
N: -0.54 -1.10 1.16
C: -3.66 -2.98 3.47
C: -5.06 -2.57 3.03
C: -3.51 -4.50 3.32
C: -3.45 -2.58 4.94
H: -5.71 3.09 -3.71
H: -4.23 2.34 -4.28
H: -4.17 3.72 -3.16
H: -6.56 0.90 -2.99
H: -5.72 -0.10 -1.81
H: -5.08 0.06 -3.46
H: -6.49 2.87 -1.39
H: -4.95 3.43 -0.73
H: -5.64 1.89 -0.20
H: -2.23 2.51 -3.18
H: -0.09 1.71 -2.31
H: -4.18 0.15 -0.18
H: -3.88 -1.18 1.37
H: -0.93 -3.25 3.69
H: 0.80 -2.13 2.36
H: -5.27 -2.85 2.00
H: -5.23 -1.49 3.15
H: -5.79 -3.07 3.66
H: -3.63 -4.81 2.28
H: -4.28 -5.00 3.90
H: -2.55 -4.86 3.68
H: -3.53 -1.50 5.08
H: -2.49 -2.91 5.33
H: -4.23 -3.05 5.55
S: 1.69 -6.76 -2.70
C: 0.74 -7.93 -1.92
C: 0.02 -7.40 -0.89
C: 0.25 -6.02 -0.73
C: 1.14 -5.51 -1.65
C: 1.61 -4.14 -1.78
C: 1.10 -3.13 -0.94
N: 1.48 -1.86 -1.01
C: 2.39 -1.50 -1.95
C: 2.96 -2.42 -2.83
C: 3.93 -1.94 -3.79
C: 4.27 -0.64 -3.85
C: 3.67 0.33 -2.96
C: 3.97 1.69 -2.98
C: 3.34 2.58 -2.11
C: 2.42 2.03 -1.20
N: 2.14 0.73 -1.15
C: 2.74 -0.12 -2.02
C: 3.59 4.02 -2.12
C: 3.06 4.97 -1.28
C: 3.50 6.28 -1.59
C: 4.35 6.29 -2.65
S: 4.62 4.74 -3.29
C: 2.55 -3.75 -2.72
H: 0.75 -8.95 -2.27
H: -0.65 -7.98 -0.27
H: -0.24 -5.43 0.04
H: 0.36 -3.37 -0.19
H: 4.37 -2.66 -4.47
H: 4.99 -0.29 -4.58
H: 4.68 2.06 -3.70
H: 1.91 2.66 -0.48
H: 2.38 4.76 -0.47
H: 3.20 7.16 -1.05
H: 4.83 7.15 -3.10
H: 2.98 -4.49 -3.40
N: 4.07 -0.30 1.33
C: 3.45 0.78 1.83
S: 1.71 0.83 1.97
N: 4.18 1.79 2.27
C: 3.68 3.02 2.82
C: 4.01 4.21 2.18
C: 3.58 5.41 2.73
C: 2.84 5.41 3.90
C: 2.53 4.21 4.54
C: 2.96 3.01 4.01
H: 3.55 -1.15 1.19
H: 5.07 -0.38 1.36
H: 5.18 1.70 2.20
H: 4.60 4.19 1.27
H: 3.85 6.34 2.25
H: 2.52 6.35 4.33
H: 1.98 4.22 5.47
H: 2.77 2.08 4.52

Its expectation value of S² is 6.078. Its charge is +3. Its spin multiplicity is 5. The orbital gap (alpha / beta) is 0.1858 / 0.2144 Ha. The value obtained for the total energy is -4414.60328 hartree. The molar mass comes out at 820.0 g mol⁻¹.

Atomic partial charges in e from the Mulliken method, atoms 1 to 6: atom 1 (Mn): -1.10, atom 2 (C): -2.16, atom 3 (C): 1.75, atom 4 (C): -1.50, atom 5 (C): -1.50, atom 6 (C): 0.43

***

[3]
The following is a quantum chemistry calculation of a structure of composition C45H45Cl68F10N2OS in a non-equilibrium geometry, from the Open Molecules 2025 dataset.

Atoms and positions in Å:
C: 4.61 -6.77 2.97
C: 3.14 -6.91 3.56
C: 2.30 -5.59 3.32
N: 2.24 -5.37 1.84
C: 1.38 -4.19 1.54
C: 2.20 -2.90 1.81
C: 2.60 -1.97 0.60
C: 2.28 -2.72 -0.75
C: 2.75 -1.87 -2.02
O: 3.54 -0.74 -1.65
C: 4.91 -0.84 -1.87
C: 5.60 -1.31 -3.07
C: 7.05 -1.34 -3.22
C: 7.82 -1.81 -4.50
C: 7.88 -0.91 -2.10
C: 7.22 -0.43 -0.91
C: 5.77 -0.37 -0.77
C: 5.23 0.23 0.56
C: 5.56 1.77 0.55
C: 5.76 -0.52 1.84
C: 0.78 -3.22 -0.75
C: -0.29 -2.22 -0.21
C: -0.27 -0.77 -0.79
C: -1.52 -0.41 -1.72
C: -2.53 0.55 -1.03
C: -3.56 -0.16 -0.08
F: -2.96 -0.70 1.05
F: -3.98 -1.30 -0.80
C: -4.89 0.61 0.22
F: -5.74 -0.16 0.97
F: -5.53 0.77 -0.99
S: -4.76 2.31 1.00
F: -3.26 2.09 1.54
F: -4.30 3.03 -0.38
F: -6.32 2.60 0.53
F: -5.40 1.71 2.39
F: -4.75 3.76 1.71
C: 0.47 -3.75 -2.23
F: -0.15 -2.76 -3.03
C: -0.50 -4.99 -2.30
C: -2.02 -4.66 -2.06
N: 0.76 -4.40 0.20
H: 4.94 -7.73 2.50
H: 4.69 -5.98 2.19
H: 5.32 -6.47 3.79
H: 2.65 -7.77 3.02
H: 3.15 -7.17 4.66
H: 2.88 -4.77 3.82
H: 1.28 -5.64 3.78
H: 1.78 -6.23 1.50
H: 0.56 -4.25 2.31
H: 3.14 -3.17 2.37
H: 1.62 -2.26 2.53
H: 2.09 -0.98 0.66
H: 3.72 -1.87 0.63
H: 2.92 -3.65 -0.74
H: 3.26 -2.59 -2.72
H: 1.89 -1.46 -2.62
H: 5.00 -1.65 -3.95
H: 8.92 -1.73 -4.32
H: 7.54 -2.87 -4.72
H: 7.59 -1.11 -5.37
H: 8.98 -0.94 -2.13
H: 7.86 -0.08 -0.06
H: 4.11 0.15 0.51
H: 5.08 2.33 1.38
H: 5.20 2.20 -0.42
H: 6.68 1.88 0.57
H: 4.95 -0.43 2.63
H: 5.92 -1.61 1.69
H: 6.65 0.00 2.29
H: -1.31 -2.65 -0.44
H: -0.28 -2.14 0.92
H: -0.37 -0.05 0.08
H: 0.65 -0.46 -1.33
H: -1.96 -1.33 -2.16
H: -1.09 0.16 -2.58
H: -1.92 1.27 -0.42
H: -3.07 1.20 -1.78
H: 1.41 -4.08 -2.78
H: -0.43 -5.38 -3.35
H: -0.21 -5.85 -1.65
H: -2.27 -3.57 -2.05
H: -2.40 -5.10 -1.09
H: -2.66 -5.12 -2.85
H: 1.28 -5.16 -0.26
H: -0.23 -4.67 0.36
C: 0.53 -8.86 6.53
Cl: -1.12 -9.39 6.88
Cl: 0.62 -7.09 6.68
Cl: 1.65 -9.61 7.67
Cl: 0.96 -9.34 4.88
C: -2.59 6.97 2.57
Cl: -1.50 7.85 3.65
Cl: -2.73 7.84 1.04
Cl: -1.95 5.34 2.27
Cl: -4.19 6.84 3.32
C: -1.15 4.08 -2.18
Cl: -1.61 4.74 -0.60
Cl: 0.46 3.36 -2.07
Cl: -2.31 2.82 -2.65
Cl: -1.16 5.37 -3.39
C: -7.97 7.04 5.62
Cl: -7.61 6.20 7.14
Cl: -9.73 7.21 5.44
Cl: -7.23 8.65 5.65
Cl: -7.32 6.11 4.26
C: 4.37 3.83 -4.02
Cl: 5.80 4.70 -3.44
Cl: 2.93 4.85 -3.84
Cl: 4.58 3.40 -5.72
Cl: 4.16 2.34 -3.06
C: 0.27 9.75 -0.80
Cl: -0.26 8.07 -1.00
Cl: -1.05 10.71 -0.11
Cl: 1.67 9.81 0.29
Cl: 0.72 10.42 -2.38
C: -9.51 12.30 4.25
Cl: -11.24 11.90 4.13
Cl: -9.28 13.55 5.48
Cl: -8.61 10.84 4.71
Cl: -8.93 12.88 2.68
C: -4.34 12.62 -1.19
Cl: -3.45 12.21 -2.66
Cl: -3.53 13.95 -0.35
Cl: -5.99 13.11 -1.61
Cl: -4.40 11.20 -0.13
C: -11.70 12.09 -0.24
Cl: -10.18 11.18 -0.28
Cl: -12.29 12.33 -1.89
Cl: -12.90 11.17 0.69
Cl: -11.43 13.66 0.54
C: -11.50 11.58 -5.63
Cl: -13.18 11.09 -5.32
Cl: -11.35 13.33 -5.46
Cl: -10.44 10.78 -4.46
Cl: -11.04 11.10 -7.27
C: 3.30 -6.68 -3.61
Cl: 2.82 -6.06 -2.02
Cl: 4.95 -7.30 -3.53
Cl: 2.21 -7.98 -4.12
Cl: 3.20 -5.34 -4.76
C: -1.13 -8.51 10.78
Cl: -1.36 -8.19 12.50
Cl: 0.53 -8.08 10.31
Cl: -1.42 -10.23 10.45
Cl: -2.28 -7.53 9.84
C: -4.30 -6.46 1.37
Cl: -4.53 -6.21 3.11
Cl: -2.64 -5.98 0.92
Cl: -4.54 -8.17 0.98
Cl: -5.45 -5.47 0.47
C: 5.08 -5.34 6.99
Cl: 5.28 -3.75 6.24
Cl: 3.39 -5.85 6.83
Cl: 6.11 -6.52 6.17
Cl: 5.53 -5.25 8.70
C: 5.39 -2.15 -7.53
Cl: 7.00 -2.89 -7.57
Cl: 4.82 -1.89 -9.18
Cl: 4.28 -3.22 -6.67
Cl: 5.47 -0.59 -6.67
C: 8.81 -9.47 -2.92
Cl: 7.69 -8.16 -3.34
Cl: 10.05 -9.61 -4.17
Cl: 9.58 -9.11 -1.36
Cl: 7.91 -10.99 -2.79
C: -2.61 2.35 -7.07
Cl: -4.33 1.93 -7.18
Cl: -2.38 3.60 -5.84
Cl: -1.68 0.90 -6.63
Cl: -2.05 2.95 -8.64

Its charge is +1. The orbital gap is 0.2832 Ha. The value obtained for the total energy is -34615.69854 hartree. The molar mass comes out at 3262.7 g mol⁻¹.

Atomic partial charges in e from the Mulliken method, atoms 1 to 6: atom 1 (C): -0.75, atom 2 (C): 0.08, atom 3 (C): -0.73, atom 4 (N): -0.18, atom 5 (C): 0.15, atom 6 (C): -1.89

***

[4]
The following is a quantum chemistry calculation of a cluster of 3 separate species, C45H45FO10 in total in a non-equilibrium geometry, from the Open Molecules 2025 dataset.

Atoms and positions in Å:
C: 1.87 -0.54 3.29
C: 1.42 -1.79 2.55
C: 0.16 -2.43 3.14
C: -1.07 -1.55 3.07
O: -2.21 -2.25 3.57
C: -3.18 -2.58 2.64
C: -3.93 -1.36 2.10
C: -3.90 -0.11 2.98
C: -5.19 0.14 3.77
C: -6.51 0.17 2.98
C: -6.45 0.68 1.56
O: -5.64 1.86 1.52
C: -5.19 2.27 0.31
C: -4.21 1.36 -0.35
O: -5.49 3.38 -0.13
O: -2.53 -3.27 1.52
C: -2.41 -4.57 1.85
O: -1.81 -5.41 1.18
O: -3.06 -4.82 3.01
C: -4.00 -3.75 3.21
C: -4.31 -3.59 4.69
C: -5.27 -4.12 2.43
C: -5.24 -4.12 0.91
F: -6.29 -3.27 2.87
H: 1.06 0.17 3.43
H: 2.24 -0.80 4.28
H: 2.66 -0.02 2.77
H: 2.21 -2.53 2.61
H: 1.27 -1.55 1.50
H: 0.35 -2.62 4.20
H: -0.03 -3.39 2.68
H: -1.22 -1.17 2.06
H: -0.92 -0.68 3.72
H: -3.49 -1.14 1.13
H: -4.95 -1.66 1.92
H: -3.09 -0.18 3.70
H: -3.67 0.76 2.37
H: -5.26 -0.67 4.50
H: -5.08 1.05 4.35
H: -7.20 0.81 3.51
H: -6.97 -0.81 2.97
H: -7.45 0.95 1.23
H: -6.09 -0.08 0.87
H: -3.97 1.74 -1.33
H: -3.30 1.30 0.24
H: -4.58 0.34 -0.45
H: -3.39 -3.66 5.26
H: -4.82 -2.66 4.89
H: -4.97 -4.40 5.00
H: -5.51 -5.13 2.75
H: -6.26 -4.15 0.55
H: -4.76 -3.25 0.49
H: -4.71 -5.00 0.55
O: 8.27 3.46 -1.80
C: 7.27 3.13 -1.20
C: 6.08 4.02 -1.13
C: 6.11 5.24 -1.79
C: 5.01 6.07 -1.77
C: 3.86 5.69 -1.08
C: 3.82 4.48 -0.41
C: 4.93 3.64 -0.43
C: 4.87 2.34 0.29
O: 3.92 2.04 0.98
C: 6.04 1.43 0.19
C: 5.99 0.19 0.82
C: 7.05 -0.68 0.71
C: 8.18 -0.32 -0.02
C: 8.25 0.92 -0.63
C: 7.18 1.80 -0.53
H: 7.01 5.53 -2.33
H: 5.03 7.02 -2.29
H: 2.99 6.33 -1.08
H: 2.93 4.17 0.12
H: 5.10 -0.08 1.37
H: 7.01 -1.65 1.20
H: 9.01 -1.01 -0.10
H: 9.12 1.21 -1.20
O: 1.14 -2.10 -5.18
C: 1.19 -0.91 -4.95
C: 2.31 -0.32 -4.15
C: 3.32 -1.15 -3.70
C: 4.41 -0.61 -3.04
C: 4.48 0.76 -2.81
C: 3.45 1.59 -3.22
C: 2.36 1.05 -3.90
C: 1.29 1.97 -4.37
O: 1.31 3.15 -4.11
C: 0.20 1.39 -5.22
C: -0.77 2.24 -5.75
C: -1.75 1.73 -6.58
C: -1.77 0.37 -6.88
C: -0.82 -0.48 -6.34
C: 0.17 0.02 -5.51
H: 3.26 -2.21 -3.90
H: 5.22 -1.25 -2.72
H: 5.35 1.18 -2.34
H: 3.50 2.65 -3.06
H: -0.74 3.29 -5.50
H: -2.50 2.39 -6.99
H: -2.53 -0.02 -7.54
H: -0.83 -1.54 -6.57

Its charge is 0. The orbital gap is 0.3175 Ha. The value obtained for the total energy is -2594.10956 hartree. The molar mass comes out at 764.8 g mol⁻¹. As for the SMILES: CCCCO[C@@]1(CCCCCOC(C)=O)OC(=O)O[C@]1(C)[C@H](C)F.O=C1c2ccccc2C(=O)c2ccccc21.O=C1c2ccccc2C(=O)c2ccccc21.

Atomic partial charges in e from the Mulliken method, atoms 1 to 6: atom 1 (C): -0.83, atom 2 (C): -0.58, atom 3 (C): -0.35, atom 4 (C): -0.52, atom 5 (O): -0.54, atom 6 (C): 0.99